P.
Molecular formula: C2H2O2S
Method: DFT, ωB97M-V with the def2-TZVPD basis set

Properties
frontier orbital gap	7.95	eV
LUMO	-1.577	eV
SMILES string	O=C(O)C=S

```
7
Properties=species:S:1:pos:R:3:mulliken_charge:R:1
O 0.39 1.55 0.03 -0.50
C 0.29 0.34 0.02 0.73
O 1.36 -0.44 -0.26 -0.45
C -0.94 -0.42 0.20 -0.33
S -2.37 0.30 -0.18 -0.10
H 2.15 0.12 -0.30 0.34
H -0.89 -1.45 0.50 0.32
```

***

Q.
Molecular formula: C2H2O2S
Method: DFT, ωB97M-V with the def2-TZVPD basis set

Properties
frontier orbital gap	10.84	eV
LUMO	0.617	eV
SMILES string	O=C=S.C=O

```
7
Properties=species:S:1:pos:R:3:mulliken_charge:R:1
O -3.77 1.31 -1.36 -0.35
C -3.66 1.46 -0.20 0.68
S -3.48 1.88 1.26 -0.33
C 0.01 0.17 -0.36 -0.09
O -0.67 0.72 -1.18 -0.37
H 0.98 0.41 0.07 0.25
H -0.55 -0.61 0.14 0.21
```

***

Which of them is least stable? Easy: Q.

***

P.
Molecular formula: C9H14O
Method: DFT, ωB97M-V with the def2-TZVPD basis set

Properties
frontier orbital gap (spin up / spin down)	10.53 / 6.60	eV
charge	+1
LUMO (spin up / spin down)	-3.812 / -7.770	eV
2S+1	2
<S²>	0.77

```
24
Properties=species:S:1:pos:R:3:mulliken_charge:R:1
C 2.22 -0.92 -1.88 -1.24
C 0.20 -2.55 -1.33 -0.27
C 0.76 -1.28 -1.43 0.50
C -1.09 -2.65 -0.88 -0.38
C -0.03 -0.17 -0.93 -0.55
C -1.80 -1.52 -0.59 0.89
C -1.31 -0.23 -0.66 -0.71
O -3.14 -1.78 -0.41 -0.45
H 0.81 -3.53 -1.60 0.31
H -1.61 -3.66 -0.89 0.38
H 2.53 -0.14 -1.21 0.37
H 2.49 -0.45 -2.83 0.34
H 0.55 0.74 -0.87 0.53
H -1.93 0.58 -0.37 0.47
H -3.73 -1.18 0.10 0.38
H 2.83 -1.79 -1.76 0.36
C -0.20 2.46 2.81 -0.91
C 0.77 2.68 1.63 -0.31
H -1.09 1.84 2.60 0.26
H 0.27 1.97 3.55 0.35
H -0.59 3.45 3.12 0.27
H 1.82 2.84 1.96 0.33
H 0.44 3.52 0.94 0.28
H 0.83 1.78 0.94 -0.19
```

***

Q.
Molecular formula: C9H14O
Method: DFT, ωB97M-V with the def2-TZVPD basis set

Properties
frontier orbital gap (spin up / spin down)	10.05 / 7.23	eV
charge	+1
LUMO (spin up / spin down)	-3.903 / -7.415	eV
2S+1	2
<S²>	0.77

```
24
Properties=species:S:1:pos:R:3:mulliken_charge:R:1
C 0.96 1.61 2.02 -1.53
C -2.23 0.65 0.32 -0.54
C -1.21 1.35 0.85 -0.78
C -2.09 -0.75 0.30 0.88
C -0.07 0.73 1.45 0.78
C -0.85 -1.38 0.65 -0.15
C 0.11 -0.66 1.27 -0.47
O -3.02 -1.57 -0.14 -0.42
H -3.16 1.11 0.01 0.37
H -1.32 2.41 1.02 0.48
H -3.85 -1.09 -0.30 0.35
H -0.73 -2.40 0.29 0.47
H 1.87 1.07 2.28 0.38
H 1.18 2.38 1.28 0.40
H 1.02 -1.18 1.54 0.36
H 0.69 2.16 2.92 0.43
C 1.71 0.19 -2.07 -0.84
C 1.45 -1.31 -1.86 -0.39
H 2.52 0.39 -2.78 0.35
H 0.83 0.72 -2.45 0.24
H 2.07 0.63 -1.14 0.19
H 1.15 -1.38 -0.82 -0.21
H 2.30 -1.92 -2.13 0.38
H 0.68 -1.75 -2.51 0.28
```

***

Which of them is least stable? Easy: P.

***

P.
Molecular formula: CH4FNP2
Method: DFT, ωB97M-V with the def2-TZVPD basis set

Properties
frontier orbital gap (spin up / spin down)	8.44 / 8.44	eV
LUMO (spin up / spin down)	-0.023 / -0.023	eV

```
9
Properties=species:S:1:pos:R:3:mulliken_charge:R:1
C 0.44 -1.45 0.35 -0.86
N -0.14 1.52 -0.02 -0.36
F -2.01 -0.66 0.42 -0.25
P 0.04 2.46 -1.23 0.04
P -0.82 -0.60 -0.68 0.44
H 1.39 -1.44 -0.17 0.32
H 0.12 -2.49 0.50 0.33
H 0.52 -0.94 1.31 0.29
H 0.46 3.61 -0.48 0.05
```

***

Q.
Molecular formula: CH4FNP2
Method: DFT, ωB97M-V with the def2-TZVPD basis set

Properties
frontier orbital gap	9.63	eV
LUMO	0.438	eV
SMILES string	[H]/N=C(/F)[PH]#[PH2]

```
9
Properties=species:S:1:pos:R:3:mulliken_charge:R:1
H -1.31 0.63 1.72 0.27
N -2.01 0.35 1.00 -0.54
C -1.50 0.03 -0.09 0.33
F -2.13 -0.70 -0.94 -0.21
P 0.51 0.36 -1.03 0.03
P 1.62 -0.60 0.53 -0.11
H 0.39 1.61 -0.60 0.07
H 1.83 -1.69 -0.31 0.09
H 2.59 0.01 -0.28 0.08
```

***

Which of them is least stable? Easy: Q.

***

P.
Molecular formula: C3H4ClN
Method: DFT, ωB97M-V with the def2-TZVPD basis set

Properties
frontier orbital gap	10.09	eV
LUMO	0.754	eV

```
9
Properties=species:S:1:pos:R:3:mulliken_charge:R:1
C -2.08 0.47 0.05 -0.11
C -1.00 -0.06 0.08 -0.50
C 0.25 -0.50 -0.13 -0.16
N 1.27 0.48 0.20 -0.36
Cl 2.88 -0.09 0.10 -0.12
H -3.06 0.74 0.27 0.43
H 0.14 -1.01 -1.18 0.27
H 0.36 -1.41 0.87 0.24
H 1.24 1.39 -0.27 0.31
```

***

Q.
Molecular formula: C3H4ClN
Method: DFT, ωB97M-V with the def2-TZVPD basis set

Properties
frontier orbital gap	10.70	eV
LUMO	0.858	eV
SMILES string	[H]/N=C/C(=C)Cl

```
9
Properties=species:S:1:pos:R:3:mulliken_charge:R:1
H -0.35 -2.88 0.02 0.25
N 0.31 -2.00 -0.01 -0.52
C -0.35 -0.94 0.06 0.00
C 0.50 0.44 0.02 0.39
C -0.11 1.56 0.02 -0.81
Cl 2.16 0.23 0.00 -0.15
H -1.40 -0.61 0.24 0.26
H 0.42 2.40 -0.19 0.33
H -1.19 1.81 -0.16 0.25
```

***

Which of them is least stable? Easy: P.

***

P.
Molecular formula: C3H4ClN
Method: DFT, ωB97M-V with the def2-TZVPD basis set

Properties
frontier orbital gap (spin up / spin down)	9.01 / 9.01	eV
LUMO (spin up / spin down)	0.116 / 0.115	eV

```
9
Properties=species:S:1:pos:R:3:mulliken_charge:R:1
C -1.52 1.52 0.13 0.17
C -0.97 0.49 -0.07 -0.37
C -0.29 -0.70 0.08 -0.60
N 1.59 -0.64 -0.61 -0.43
Cl 2.09 0.84 -0.10 -0.06
H -2.26 2.27 -0.18 0.32
H -0.76 -1.52 -0.30 0.34
H 0.19 -0.79 1.07 0.36
H 1.92 -1.47 -0.02 0.28
```

***

Q.
Molecular formula: C3H4ClN
Method: DFT, ωB97M-V with the def2-TZVPD basis set

Properties
frontier orbital gap (spin up / spin down)	8.31 / 7.41	eV
LUMO (spin up / spin down)	-0.257 / -0.254	eV
SMILES string	C=NC(=C)Cl

```
9
Properties=species:S:1:pos:R:3:mulliken_charge:R:1
C -1.48 0.97 -0.37 -0.29
N -0.94 -0.17 -0.40 -0.28
C 0.04 -0.75 0.24 0.31
C 1.71 -0.27 0.23 -0.70
Cl -0.14 -2.41 0.61 -0.17
H -2.24 1.16 -1.11 0.26
H -1.25 1.74 0.36 0.28
H 2.42 -1.01 0.49 0.30
H 1.89 0.74 -0.07 0.28
```

***

Which of them is least stable? Easy: P.

***

P.
Molecular formula: C23H27N5O5S
Method: DFT, ωB97M-V with the def2-TZVPD basis set

Properties
frontier orbital gap	8.06	eV
LUMO	-0.066	eV
SMILES string	COc1ccccc1N(C(=O)c1snc(C(N)=O)c1N)[C@@H](C(=O)NCCC(C)C)c1ccco1

```
61
Properties=species:S:1:pos:R:3:mulliken_charge:R:1
C -3.09 1.19 1.78 -1.09
O -1.87 1.24 1.08 0.22
C -1.55 2.37 0.42 1.21
C -2.40 3.45 0.19 -0.78
C -1.95 4.54 -0.53 -0.78
C -0.66 4.60 -1.02 -0.89
C 0.20 3.54 -0.79 0.24
C -0.24 2.43 -0.09 -1.82
N 0.66 1.37 0.22 0.89
C 0.93 0.34 -0.62 1.12
O 1.72 -0.56 -0.29 -0.98
C 0.27 0.27 -1.91 0.30
S -0.94 1.33 -2.56 0.18
N -1.16 0.45 -3.90 -0.70
C -0.40 -0.62 -3.93 0.20
C -0.45 -1.57 -5.06 0.35
N -1.31 -1.22 -6.03 -0.34
O 0.23 -2.59 -5.09 -0.72
C 0.46 -0.79 -2.80 -0.63
N 1.30 -1.81 -2.65 -0.26
C 1.22 1.41 1.57 1.07
C 0.50 0.47 2.56 -0.29
O -0.05 0.90 3.56 -0.75
N 0.58 -0.82 2.22 0.40
C 0.10 -1.90 3.06 -1.02
C -1.21 -2.55 2.59 -0.83
C -1.22 -3.12 1.16 0.74
C 0.09 -3.80 0.77 -1.60
C -1.61 -2.06 0.13 -1.42
C 2.70 1.15 1.54 -0.13
C 3.69 1.80 0.86 -0.57
C 4.90 1.15 1.21 -0.51
C 4.55 0.17 2.08 -0.73
O 3.22 0.16 2.28 -0.35
H -3.18 2.02 2.48 0.47
H -3.07 0.25 2.34 0.15
H -3.95 1.19 1.09 0.37
H -3.41 3.44 0.57 0.48
H -2.63 5.37 -0.70 0.43
H -0.32 5.46 -1.57 0.43
H 1.21 3.55 -1.16 0.46
H -1.85 -0.38 -5.94 0.24
H -1.42 -1.81 -6.84 0.24
H 1.84 -1.86 -1.80 0.22
H 1.31 -2.52 -3.38 0.20
H 1.05 2.43 1.94 0.85
H 1.12 -1.06 1.39 0.05
H -0.07 -1.48 4.05 0.61
H 0.89 -2.65 3.13 0.35
H -1.42 -3.35 3.29 0.42
H -2.01 -1.82 2.67 0.04
H -2.01 -3.89 1.14 0.52
H 0.40 -4.51 1.53 0.36
H 0.88 -3.06 0.62 0.18
H -0.04 -4.34 -0.17 0.48
H -2.63 -1.73 0.30 0.32
H -1.54 -2.46 -0.88 0.48
H -0.96 -1.19 0.21 0.32
H 3.57 2.63 0.20 0.57
H 5.88 1.39 0.86 0.48
H 5.13 -0.57 2.60 0.49
```

***

Q.
Molecular formula: C23H27N5O5S
Method: DFT, ωB97M-V with the def2-TZVPD basis set

Properties
frontier orbital gap	8.11	eV
LUMO	0.008	eV
SMILES string	COCCNC(=O)[C@@H](c1ccc(C)o1)N(C(=O)c1snc(C(N)=O)c1N)c1cc(C)cc(C)c1

```
61
Properties=species:S:1:pos:R:3:mulliken_charge:R:1
C 2.56 4.81 -0.45 -0.61
O 1.31 5.11 0.13 -0.36
C 0.24 5.23 -0.78 -0.62
C -0.16 3.90 -1.42 -0.73
N -0.40 2.91 -0.40 0.13
C -1.38 2.00 -0.47 0.00
O -2.17 1.92 -1.39 -0.68
C -1.34 1.02 0.72 1.07
C -2.64 0.33 0.93 -0.71
C -3.53 -0.24 0.06 -0.28
C -4.57 -0.77 0.86 -0.97
C -4.25 -0.50 2.16 0.42
C -4.94 -0.80 3.44 -1.34
O -3.07 0.17 2.20 -0.51
N -0.25 0.06 0.48 0.50
C 1.01 0.41 0.84 1.89
O 1.23 1.51 1.37 -0.96
C 2.09 -0.52 0.62 -0.05
S 2.02 -2.14 -0.01 0.11
N 3.61 -2.40 0.14 -0.67
C 4.25 -1.35 0.62 0.19
C 5.71 -1.38 0.86 0.36
N 6.30 -2.54 0.51 -0.34
O 6.31 -0.43 1.32 -0.72
C 3.43 -0.22 0.93 -0.55
N 3.89 0.94 1.40 -0.28
C -0.57 -1.09 -0.28 -2.51
C -1.08 -2.21 0.37 0.34
C -1.46 -3.33 -0.37 0.65
C -2.03 -4.52 0.33 -1.55
C -1.31 -3.30 -1.75 -0.84
C -0.80 -2.18 -2.41 0.38
C -0.64 -2.16 -3.89 -1.65
C -0.43 -1.07 -1.66 0.92
H 2.61 3.78 -0.81 0.22
H 2.79 5.49 -1.28 0.32
H 3.30 4.94 0.34 0.23
H 0.48 5.95 -1.57 0.42
H -0.59 5.61 -0.18 0.30
H -1.07 4.02 -2.01 0.38
H 0.64 3.55 -2.10 0.30
H 0.27 2.87 0.37 0.25
H -1.08 1.57 1.63 0.77
H -3.45 -0.25 -1.00 0.71
H -5.45 -1.28 0.52 0.47
H -4.30 -1.38 4.09 0.31
H -5.85 -1.35 3.24 0.35
H -5.20 0.13 3.95 0.31
H 5.73 -3.28 0.13 0.24
H 7.29 -2.65 0.63 0.24
H 3.22 1.63 1.68 0.25
H 4.87 0.98 1.65 0.19
H -1.19 -2.21 1.44 0.61
H -2.96 -4.25 0.83 0.30
H -1.33 -4.89 1.08 0.34
H -2.23 -5.33 -0.38 0.40
H -1.60 -4.16 -2.33 0.35
H -1.03 -1.23 -4.31 0.37
H -1.16 -3.00 -4.35 0.39
H 0.41 -2.23 -4.16 0.31
H -0.05 -0.19 -2.14 0.61
```

***

Which of them is least stable? Easy: P.